Record 1
17
Properties=species:S:1:pos:R:3:forces:R:3 method="wB97M-V/def2-TZVPD" homo_ev=-13.18 fmax_ev_per_a=10.0 charge=+1 relative_energy_kj_mol=845.1
C 3.10578 -0.44961 0.39029 -8.7 3.1 -3.8
C 1.85047 0.00178 -0.07083 8.3 -2.7 3.0
N 0.58722 0.55434 -0.69794 -0.1 -1.4 3.4
C -0.15006 -0.47656 -1.52942 0.6 -0.9 -3.2
O -1.45752 -0.88644 -0.99434 2.2 0.4 2.5
C -1.39381 -1.25308 0.42940 -1.5 -1.0 -0.3
Cl -0.18435 -2.65578 0.78624 -1.1 1.6 -0.4
N -1.09618 -0.02580 1.31169 1.5 1.0 -3.3
C -0.43205 0.96827 0.37564 0.1 1.9 1.0
N -0.77849 2.32319 0.44499 1.2 -4.0 -0.5
Cl -0.04433 3.46454 -0.67812 -0.9 -1.1 1.4
H 4.19681 -0.87613 0.61838 -3.1 1.2 -0.5
H 0.57593 -1.38967 -1.77587 -1.7 1.9 1.0
H -0.34806 0.03937 -2.58759 0.0 -1.1 2.5
H -2.45743 -1.69214 0.74074 2.5 1.2 -0.9
H -0.47277 -0.32226 2.09404 -0.3 0.6 -0.7
H -1.50116 2.67598 1.14271 1.2 -0.6 -1.2

Record 2
61
Properties=species:S:1:pos:R:3:forces:R:3 method="wB97M-V/def2-TZVPD" homo_ev=-8.36 fmax_ev_per_a=0.9 relative_energy_kj_mol=54.0
C 5.55574 2.44638 0.35594 0.0 0.0 0.1
C 4.57994 1.30906 0.38531 0.1 -0.3 -0.4
C 4.58794 0.27279 -0.49270 0.0 0.5 0.4
C 5.59763 0.16416 -1.59281 -0.1 0.1 0.1
C 3.58862 -0.76080 -0.37152 -0.4 -0.1 0.4
C 3.47069 -1.85533 -1.24066 -0.1 0.2 0.2
C 2.47773 -2.78593 -1.07878 -0.2 -0.2 0.1
C 1.55725 -2.67736 -0.02450 0.5 0.3 -0.1
O 0.59148 -3.62865 0.00719 -0.1 -0.1 -0.2
C -0.37260 -3.60939 1.05121 -0.3 -0.1 0.4
C -1.29171 -4.80854 0.83694 0.3 0.2 0.0
C -1.21680 -2.31940 1.06957 0.4 -0.4 -0.3
O -1.69528 -1.90820 2.10465 -0.1 0.1 0.4
N -1.37053 -1.76431 -0.14459 0.0 0.0 -0.5
C -1.93032 -0.43939 -0.39044 -0.1 0.1 0.3
C -3.38432 -0.35841 0.06460 0.1 0.3 -0.1
C -3.98429 1.03098 -0.19229 -0.4 -0.2 -0.1
C -5.29554 1.14774 0.59956 0.3 -0.1 -0.1
C -4.31852 1.21708 -1.68619 0.1 -0.1 0.3
N -3.09588 2.03983 0.35423 -0.1 0.2 0.2
C -1.66516 2.03893 0.10882 0.5 0.1 0.1
C -1.05107 2.97768 1.15828 -0.1 -0.3 -0.2
C -1.25442 2.55414 -1.28526 -0.1 -0.2 0.2
C -1.12001 0.62580 0.34659 -0.2 0.1 -0.2
C 1.66814 -1.62297 0.86622 0.0 0.0 0.1
C 2.66516 -0.66841 0.67896 0.2 -0.5 -0.7
O 2.68068 0.36285 1.54891 -0.2 0.0 0.2
C 3.58055 1.38525 1.44898 0.1 0.5 0.3
O 3.48974 2.28767 2.24668 -0.1 -0.4 -0.2
H 6.57427 2.09082 0.50449 0.1 0.0 0.0
H 5.30732 3.13731 1.15762 0.1 0.0 -0.1
H 5.50819 2.97875 -0.59275 0.1 0.1 0.0
H 5.09915 0.19108 -2.56102 0.0 0.0 -0.1
H 6.31576 0.97505 -1.55122 0.1 0.0 0.0
H 6.13427 -0.78003 -1.51408 0.1 -0.1 -0.1
H 4.16401 -1.96474 -2.05844 0.1 0.0 -0.1
H 2.37973 -3.61947 -1.75588 0.0 -0.1 -0.1
H 0.12495 -3.69369 2.02693 -0.1 0.2 -0.2
H -1.78535 -4.73017 -0.12870 -0.1 0.0 -0.1
H -2.04198 -4.83076 1.62166 -0.1 0.0 0.1
H -0.71447 -5.72903 0.86201 0.0 -0.1 0.0
H -0.89257 -2.21193 -0.91147 0.0 0.0 0.1
H -1.86459 -0.28736 -1.47198 0.0 0.0 0.1
H -3.98027 -1.11580 -0.44753 -0.1 0.0 0.0
H -3.40919 -0.56189 1.13465 0.0 0.0 0.0
H -5.78865 2.09210 0.38037 -0.1 0.1 0.0
H -5.08349 1.10896 1.66390 0.0 0.0 0.1
H -5.97096 0.33573 0.34391 -0.1 -0.1 -0.1
H -5.13232 0.55346 -1.96932 -0.1 -0.1 -0.1
H -4.63435 2.24218 -1.87147 0.0 0.1 0.0
H -3.46909 1.00279 -2.32711 0.1 0.0 -0.1
H -3.47875 2.96618 0.20880 0.0 0.0 0.0
H 0.03304 2.90283 1.15558 0.2 0.1 0.0
H -1.32937 4.00939 0.95550 0.0 0.2 0.0
H -1.41679 2.70985 2.14515 0.0 0.0 0.1
H -0.18110 2.72853 -1.31095 0.1 0.0 0.0
H -1.75772 3.49555 -1.49801 0.0 0.1 0.0
H -1.50149 1.85005 -2.07418 0.0 -0.1 -0.1
H -0.07318 0.58179 0.03908 0.0 0.0 0.0
H -1.17802 0.40728 1.41280 0.1 0.0 0.1
H 0.99817 -1.48803 1.69873 -0.1 0.0 0.1

Record 3
13
Properties=species:S:1:pos:R:3:forces:R:3 method="wB97M-V/def2-TZVPD" homo_ev=-9.83 fmax_ev_per_a=4.2 relative_energy_kj_mol=170.8
Cl 3.54399 -1.76460 -0.31536 0.4 0.0 0.6
Si 2.39746 -0.15268 0.20070 -4.0 0.0 1.2
Cl 3.53433 1.51869 0.28966 0.2 0.1 -0.2
C 0.84117 0.11150 1.81704 2.4 -0.4 -0.4
C -0.27635 0.32823 1.17946 -0.9 -0.4 -2.6
C -0.37986 0.24890 -0.35722 1.7 -1.2 0.0
C 0.90606 -0.38924 -1.01520 0.7 4.1 -0.5
H 0.77618 0.25310 2.91198 0.9 -0.3 -0.6
H -1.22004 0.56591 1.63786 -0.2 0.2 0.5
H -1.26476 -0.24458 -0.73299 -0.3 -0.4 0.3
H -0.42656 1.21245 -0.76523 -0.3 1.8 -0.3
H 0.80947 -1.40582 -1.04038 -0.2 -2.8 -0.2
H 1.12339 -0.00701 -2.11074 -0.5 -0.7 2.2

Record 4
141
Properties=species:S:1:pos:R:3:forces:R:3 method="wB97M-V/def2-TZVPD" homo_ev=-12.05 fmax_ev_per_a=5.9 charge=+3 relative_energy_kj_mol=141.8
C 5.17344 -0.75869 0.08344 0.3 -0.7 -0.6
C 4.98017 -0.08756 -1.25142 0.0 5.4 0.8
O 5.13868 1.13583 -1.40681 -0.7 -5.3 -0.5
N 4.32270 -0.92841 -2.39033 0.4 1.2 -0.5
H 5.08829 -1.33031 -2.91231 0.6 0.5 -1.0
H 3.96765 -1.81826 -2.07062 -1.2 -0.9 1.1
C 3.27384 -0.17429 -3.22092 0.1 0.0 0.9
H 5.99250 -1.47786 0.08910 0.1 -0.2 -0.4
H 4.27847 -1.34268 0.29812 -0.1 0.1 0.3
H 5.45484 -0.03907 0.85225 -0.5 0.3 -0.3
H 2.83369 -0.77706 -4.01530 0.5 -0.4 0.2
H 3.64482 0.76933 -3.62098 0.3 -0.2 0.3
H 2.48788 0.04737 -2.49896 0.1 0.2 -0.1
C -6.25252 1.88887 4.39485 1.1 -0.2 -1.0
C -5.19130 0.95418 3.83792 -1.9 -2.4 0.5
O -5.39179 -0.26355 3.77118 2.1 4.4 -0.3
N -3.94361 1.67141 3.25150 -1.8 -1.8 -1.1
H -3.63085 2.48604 3.76010 -0.3 0.4 0.2
H -3.21167 0.97915 3.32312 1.5 -0.9 0.0
C -4.17193 1.93637 1.74625 0.5 0.3 0.7
H -7.03436 1.79075 3.64172 -0.6 -0.3 0.5
H -6.00359 2.94915 4.35081 0.3 -0.1 0.5
H -6.47503 1.51107 5.39278 -0.5 0.3 -0.2
H -3.16792 1.94322 1.32196 -0.2 0.2 -0.1
H -4.69389 2.88834 1.64930 0.2 -0.1 -0.1
H -4.73227 1.13420 1.26601 0.1 -0.2 0.4
C 2.73155 -0.83425 3.64267 0.6 -1.6 1.0
C 4.19400 -0.80820 4.14211 1.1 3.5 -3.6
O 5.04940 -0.14926 3.56310 -1.9 -2.7 2.3
N 4.53783 -1.45174 5.48821 0.9 -0.4 -1.2
H 4.47332 -0.65552 6.10626 -0.1 0.0 1.0
H 3.84779 -2.17771 5.61825 -0.4 0.1 0.8
C 5.95440 -2.11335 5.41011 -1.5 0.9 -0.6
H 2.24838 -1.70164 4.09243 -0.4 0.1 0.3
H 2.65135 -1.05553 2.57839 0.5 0.5 -0.1
H 2.19105 0.07806 3.89496 0.2 0.0 0.0
H 6.58942 -1.25138 5.20551 0.3 -0.6 -0.1
H 5.73453 -2.74260 4.54766 1.1 -0.2 0.0
H 6.22831 -2.68860 6.29450 -0.4 0.3 0.0
C -1.08739 0.49654 -5.87164 1.5 0.8 0.3
C -0.37090 1.46998 -4.83319 0.5 -2.9 1.6
O 0.10162 1.12181 -3.75285 -1.8 1.9 -4.2
N -0.23037 2.91014 -5.37162 -0.5 0.0 1.3
H 0.66558 3.07794 -5.80661 1.3 -0.1 0.7
H -0.78822 3.07330 -6.19763 -1.0 -0.5 -0.1
C -0.60313 3.99958 -4.32948 0.6 0.7 -1.1
H -2.08072 0.76735 -6.22951 -0.1 0.1 0.7
H -0.97937 -0.54424 -5.56634 -0.5 0.3 0.6
H -0.49576 0.49873 -6.78710 0.3 0.4 -0.2
H 0.29612 4.50888 -3.98298 0.2 -0.7 0.4
H -1.18309 3.58096 -3.50698 0.1 0.0 -0.4
H -1.11084 4.73173 -4.95741 -0.6 -0.1 0.4
C 0.04461 -1.96220 -1.79954 -0.8 0.0 1.4
C 0.40412 -1.17916 -0.50824 2.3 -0.3 -1.6
O 1.56153 -1.19083 -0.14635 -2.5 0.6 0.6
N -0.62623 -0.17521 0.07795 2.5 -0.5 -1.9
H -1.56015 -0.38848 -0.24207 -1.5 -0.6 -0.4
H -0.60177 -0.29810 1.08015 -0.1 0.4 1.4
C -0.27700 1.22733 -0.38076 -0.2 0.7 0.7
H -0.93117 -2.43278 -1.67907 -0.4 0.5 -0.3
H 0.71281 -2.80665 -1.96839 0.6 0.4 0.3
H 0.06672 -1.24682 -2.62164 -0.2 0.0 0.0
H -1.16565 1.84714 -0.26149 -0.1 -0.2 0.3
H -0.01302 1.35641 -1.43040 0.3 -0.7 0.1
H 0.51494 1.65042 0.23726 0.1 -0.3 -0.1
C 1.22979 10.02405 -0.57341 1.7 -1.3 1.6
C 1.99408 8.92288 0.33178 -1.0 0.5 -1.2
N 1.06076 7.78511 0.61375 -2.1 -1.6 0.2
C 0.01864 8.00264 1.53167 0.5 -0.4 0.0
C -0.68482 6.84354 1.69833 0.3 1.2 0.1
N -0.15482 5.90784 0.85699 1.9 3.3 -1.4
C 0.84900 6.52735 0.11912 -0.4 -0.1 1.6
C -0.72419 4.62336 0.66997 -0.8 -0.3 -0.4
H 1.10768 9.67035 -1.59717 -0.1 0.1 0.2
H 1.89705 10.88412 -0.51737 -0.2 0.1 -0.4
H 0.29581 10.30132 -0.08463 0.0 -0.1 -0.3
H 2.27682 9.34769 1.29495 -0.4 -0.1 0.1
H 2.94092 8.56102 -0.06902 -0.4 -0.2 -0.4
H -0.10896 8.99929 1.92768 0.0 -0.3 0.3
H -1.56556 6.63064 2.28601 0.2 0.1 0.1
H 1.28020 6.01820 -0.73013 0.7 0.0 0.2
H -1.78009 4.71005 0.92621 0.0 -0.1 0.4
H -0.22354 3.92631 1.34196 0.0 -0.4 -0.6
H -0.76821 4.44470 -0.40439 0.7 -0.8 0.2
C -1.19406 -4.39849 5.78441 0.5 -2.5 0.2
C -1.07346 -3.25858 4.82628 0.2 1.5 2.9
N -1.09361 -3.61722 3.46600 -1.9 -0.4 -3.5
C -0.22067 -4.50302 2.85666 -0.6 0.9 -0.9
C -0.66048 -4.70733 1.54200 0.7 -1.1 3.2
N -1.87284 -4.09222 1.46061 -0.3 1.6 0.8
C -2.09270 -3.30536 2.56958 1.4 -2.6 0.3
C -2.81814 -4.34278 0.39282 -1.0 -0.1 -0.8
H -0.34035 -5.07533 5.75031 0.3 0.0 -0.3
H -2.02386 -5.05451 5.52138 -0.3 0.2 0.0
H -1.26723 -4.21553 6.85645 -0.2 0.9 -0.2
H -0.15152 -2.71166 5.02377 -0.1 0.2 -0.1
H -1.89765 -2.62470 5.15340 0.0 0.5 -1.1
H 0.59484 -4.86645 3.46433 0.1 -0.2 -0.5
H -0.31157 -5.52391 0.92730 0.0 0.5 -0.6
H -3.00021 -2.77338 2.81416 0.2 0.2 -0.2
H -2.52105 -3.90635 -0.56078 0.2 0.3 0.3
H -3.81546 -3.98323 0.64616 0.3 0.4 0.1
H -2.96240 -5.40753 0.20954 0.5 -0.2 0.4
C -5.87439 -4.09487 -2.23332 -1.0 0.4 -2.3
C -5.71231 -4.69103 -3.72384 -0.1 -0.7 3.3
N -4.50337 -4.14382 -4.27296 2.9 1.4 -5.0
C -3.47561 -3.43780 -3.68728 1.9 -0.2 -1.0
C -2.43272 -3.20959 -4.62114 -2.5 -1.3 -0.1
N -2.85554 -3.77822 -5.85025 -2.4 0.6 2.8
C -4.14464 -4.24997 -5.64695 2.0 0.1 2.0
C -2.06184 -3.93022 -7.06981 -0.6 -0.7 -0.8
H -5.98577 -3.03254 -2.45048 0.3 0.3 0.8
H -5.05987 -4.31550 -1.54341 0.0 0.0 -0.4
H -6.82188 -4.38235 -1.77757 0.1 -0.4 -0.2
H -6.56238 -4.53008 -4.38684 0.1 0.2 0.2
H -5.53033 -5.75445 -3.56852 -0.2 -0.2 -0.5
H -3.42095 -3.23941 -2.62706 -0.3 0.3 -0.1
H -1.46892 -2.73345 -4.51726 -0.2 -0.2 0.1
H -4.66045 -4.80030 -6.41991 -0.3 0.1 0.2
H -1.04322 -3.55248 -6.98137 -0.2 -0.2 0.4
H -2.52509 -3.47473 -7.94505 -0.2 0.4 0.3
H -2.09650 -4.99321 -7.30841 0.6 0.0 0.1
Cl -1.18354 -0.10023 3.30762 -0.3 0.1 -0.4
Cl 1.99624 3.38355 -2.01862 -0.7 0.0 -0.3
Cl -3.64134 -0.87872 -0.74617 0.5 -0.1 0.0
C 3.38832 2.64639 2.01344 1.0 3.1 -0.8
F 3.78548 1.88220 1.05857 0.6 -2.7 -1.6
F 2.15960 3.03386 1.65650 -1.4 0.0 0.6
F 3.34001 1.95953 3.14711 -0.4 -0.2 0.6
S 4.58660 4.13339 1.96379 0.2 1.4 -1.2
O 3.82536 5.27227 1.40757 0.2 -1.5 0.5
O 4.92677 4.24140 3.33614 0.0 0.3 2.2
O 5.69247 3.67945 1.14979 -0.7 -0.3 -0.3
C 3.80883 -4.77572 0.72041 -0.2 -0.3 -1.6
F 3.45172 -3.65557 1.35027 -1.1 0.5 0.9
F 5.11724 -4.75763 0.76443 1.2 -0.2 -0.6
F 3.43664 -5.88503 1.39323 -0.6 1.0 -0.4
S 3.09587 -4.75916 -1.13718 -0.3 -3.8 -0.6
O 1.63572 -4.92150 -0.98702 1.0 1.2 0.5
O 3.46400 -3.51521 -1.86271 0.1 -0.8 1.3
O 3.70070 -6.03112 -1.60337 -0.4 2.9 0.6

Record 5
82
Properties=species:S:1:pos:R:3:forces:R:3 method="wB97M-V/def2-TZVPD" homo_ev=-2.79 fmax_ev_per_a=2.9 charge=-2 relative_energy_kj_mol=0.0
Y -0.23473 0.74702 -0.24558 -0.4 -0.1 -0.1
C 0.12454 1.97275 -4.60981 0.4 0.1 -1.4
O 1.10469 3.01764 -4.42969 0.2 -0.5 0.1
C 2.14540 2.82347 -3.51291 -1.3 0.2 -0.7
C 3.42583 3.14404 -3.92620 -0.2 0.2 0.0
C 4.45732 3.22314 -3.00051 0.1 0.2 1.0
C 4.19175 3.06188 -1.63951 0.3 -0.1 -1.2
C 2.91955 2.66699 -1.25580 -0.4 -0.5 0.4
C 2.74003 2.22545 0.11435 1.7 0.2 0.2
N 1.96342 1.33871 0.57799 -0.7 0.4 -0.2
N 2.26381 0.91763 1.86132 0.7 1.0 -0.1
C 1.51107 -0.07031 2.18693 0.0 -1.5 2.0
O 0.62583 -0.64517 1.47808 -0.5 0.2 -0.3
C 1.85164 -0.69161 3.54367 0.2 0.2 -0.1
C 1.55907 -2.02910 3.74034 0.0 0.2 0.5
C 1.94046 -2.72446 4.89072 0.4 1.1 -0.1
C 2.63288 -2.01650 5.86444 -0.2 0.4 -0.4
C 2.91713 -0.65138 5.68030 0.0 -0.8 1.5
C 2.52743 0.01365 4.56093 -0.5 0.0 -1.5
C 1.86193 2.49142 -2.16723 -0.5 0.0 0.5
O 0.69673 2.12785 -1.70288 0.3 -0.1 -1.1
H -0.43715 2.21398 -5.56956 0.8 -0.2 1.1
H 0.63091 0.99656 -4.72277 -0.2 0.3 0.0
H -0.59220 1.90832 -3.81923 -0.2 0.1 0.7
H 3.59583 3.44488 -4.95986 -0.1 -0.3 0.1
H 5.46391 3.44929 -3.28727 0.3 0.2 -0.4
H 5.00396 3.18388 -0.92764 -0.2 -0.1 0.1
H 3.57853 2.52197 0.74482 -0.1 0.1 0.4
H 0.96517 -2.49966 3.00185 -0.3 -0.6 -0.7
H 1.72060 -3.76931 4.97149 -0.1 -0.4 0.2
H 2.90965 -2.43561 6.81313 0.1 -0.5 0.2
H 3.37349 -0.16524 6.54660 0.0 0.2 -0.5
H 2.69827 1.06005 4.38915 0.2 0.3 0.1
C 3.47351 -2.10567 -1.29901 -2.3 -0.2 -1.4
C 3.02248 -2.86788 -2.37121 0.3 -0.5 0.5
C 1.70891 -2.80769 -2.77481 0.0 0.1 -0.6
C 0.83849 -1.91119 -2.19703 0.2 -0.2 0.3
N 1.23767 -1.24935 -1.09847 -0.2 0.9 -0.6
C 2.50201 -1.33184 -0.70142 0.7 0.6 1.6
C -0.52246 -1.67955 -2.72234 -1.3 0.8 -0.3
C -1.08220 -2.30547 -3.86986 0.9 -0.5 1.4
C -2.40543 -2.13389 -4.20789 -0.2 -0.2 -0.7
C -3.12954 -1.12096 -3.60799 -0.4 0.4 0.7
C -2.55271 -0.41079 -2.53859 -0.3 0.1 -1.1
C -1.27286 -0.69076 -2.04249 0.1 0.1 0.2
H 4.45178 -2.15200 -0.95593 1.5 0.0 0.6
H 3.67411 -3.60290 -2.80302 0.3 -0.1 -0.4
H 1.29608 -3.36294 -3.59446 0.4 -0.5 -0.3
H 2.78879 -0.75046 0.20985 -0.5 -0.6 -1.0
H -0.51013 -3.03492 -4.41145 0.2 -0.3 -0.3
H -2.86936 -2.79228 -4.95798 0.3 0.5 0.1
H -4.13987 -0.89355 -3.98310 0.4 -0.1 0.4
H -3.07637 0.47520 -2.18524 -0.1 -0.3 0.3
O -2.29880 4.48349 -0.39451 0.3 0.5 -0.3
S -2.04763 3.18231 0.15058 -2.0 0.8 1.0
O -2.28337 2.09049 -0.76324 -0.4 -1.0 -1.1
O -0.77817 2.96322 0.78415 1.9 -0.2 1.0
C -3.27658 3.09969 1.53384 0.1 -0.1 -0.5
C -4.10315 4.20992 1.64273 1.1 0.4 -1.2
C -5.02173 4.32613 2.66177 -0.8 2.7 -0.5
C -5.12615 3.39387 3.61840 0.6 -2.6 0.5
C -4.32066 2.22607 3.47847 -1.4 0.3 1.8
C -3.41843 2.05881 2.48467 1.1 0.4 -1.3
S -2.35194 0.59787 2.59355 0.4 -0.4 0.9
O -3.18363 -0.41330 3.24433 0.5 0.7 -0.2
O -1.16216 1.04026 3.32882 -1.2 -0.4 -0.7
O -2.05969 0.20132 1.19528 0.1 0.3 0.1
H -3.92270 5.03930 0.92594 -0.4 -0.8 0.6
H -5.61404 5.26887 2.71151 0.4 -0.8 0.0
H -5.82413 3.45426 4.43727 -0.1 0.1 0.1
H -4.40265 1.42396 4.21640 0.0 0.2 -0.2
S 1.63596 -4.72664 0.97215 0.3 -0.2 0.1
C 0.06483 -4.41108 0.55709 -1.0 1.0 -0.3
N -0.42064 -3.10784 0.60499 -2.0 0.3 -0.5
C -1.73150 -2.78656 0.31549 0.5 -1.2 0.6
C -2.63845 -3.77234 0.04787 -0.9 -0.7 -0.5
C -2.09415 -5.07126 -0.10262 0.6 0.3 -0.5
N -0.81953 -5.34999 0.10575 -0.4 -0.5 0.0
H 0.13629 -2.29595 0.89287 0.5 -0.2 0.1
H -2.08420 -1.77673 0.35411 0.5 0.6 0.3
H -3.72896 -3.57135 -0.12827 1.4 -0.1 0.2
H -2.69370 -5.90012 -0.54667 0.3 0.6 0.6